Record 1
18
Properties=species:S:1:pos:R:3:mulliken_charge:R:1 method="wB97M-V/def2-TZVPD" charge=+1 energy_ev=-9807.9603 orbital_gap_ev="7.5 / 7.5"
H -1.13 -2.16 0.36 0.459
C 1.54 1.70 -0.52 -1.187
C -0.80 -1.18 0.22 -0.126
N 0.45 -0.89 0.01 -0.065
H -1.45 1.99 -0.20 0.335
H 1.35 2.77 -0.84 0.348
N -3.00 -0.08 0.18 -0.442
N -0.93 1.07 -0.17 -0.025
C 0.38 0.97 -0.09 0.453
C 1.66 -1.61 0.44 -0.727
H 2.16 -0.92 1.11 0.303
H -3.41 0.85 -0.01 0.209
H 2.46 -1.98 -0.36 0.244
H 2.17 1.19 -1.34 0.292
H -3.47 -0.92 -0.13 0.267
H 2.40 1.88 0.27 0.329
C -1.67 -0.11 0.05 -0.003
H 1.29 -2.57 1.02 0.335

Record 2
18
Properties=species:S:1:pos:R:3:mulliken_charge:R:1 method="wB97M-V/def2-TZVPD" charge=+1 spin_multiplicity=3 energy_ev=-9804.3763 orbital_gap_ev="7.2 / 7.1" s_squared=2.023
H 0.55 2.50 0.40 0.418
H 1.07 -2.65 -0.26 0.313
H -1.72 -0.14 -1.31 0.429
H -1.59 0.76 1.45 0.559
C 0.98 1.48 0.25 0.022
H -2.19 1.34 -0.79 0.374
H -3.27 0.03 -0.26 0.319
H 2.76 -1.15 -0.76 0.339
H -0.50 -2.02 -0.01 0.269
C 2.25 1.01 -0.13 -0.689
C -1.37 0.19 0.67 -1.084
C 2.09 -0.37 -0.34 -0.155
N 0.18 0.38 0.48 -0.010
H 3.00 1.73 -0.27 0.419
N 0.46 -1.98 0.23 -0.660
C -2.20 0.34 -0.56 -1.037
H -1.33 -0.75 1.15 0.635
N 0.83 -0.70 0.05 0.540

Record 3
19
Properties=species:S:1:pos:R:3:mulliken_charge:R:1 method="wB97M-V/def2-TZVPD" charge=+1 energy_ev=-11854.0666 orbital_gap_ev=9.7
H -0.93 2.85 1.78 0.441
N 2.28 0.43 1.83 -1.098
H -1.87 -0.43 1.15 0.258
H -0.62 -1.76 -0.95 0.477
C 0.04 0.35 1.02 0.326
C 1.22 2.59 2.42 -0.243
N 1.19 -0.16 1.28 0.428
H -1.43 -1.54 -3.05 0.275
H 3.27 1.90 2.69 0.444
N -0.55 -1.76 -2.60 -0.871
H -0.34 -2.73 -2.82 0.279
H 0.17 -1.20 -3.05 0.266
H 1.47 3.51 2.94 0.354
C 0.03 2.43 1.92 -0.314
H 1.37 -1.15 1.03 0.418
O -0.66 -1.66 0.05 -0.578
H -1.46 0.20 -0.44 0.340
C -1.07 -0.38 0.40 -0.218
C 2.30 1.61 2.31 0.017

Record 4
20
Properties=species:S:1:pos:R:3:mulliken_charge:R:1 method="wB97M-V/def2-TZVPD" charge=+1 smiles="Cc1c(=O)o[nH][n+]1N(C)C" energy_ev=-13898.1520 orbital_gap_ev="7.3 / 7.0"
O -3.66 -0.53 -0.10 -0.502
H 2.54 -0.71 -0.17 0.328
C 1.77 1.54 0.70 -0.922
C -2.55 -0.04 -0.15 0.454
C -1.37 -0.72 -0.16 0.651
H -1.86 -2.78 0.12 0.393
C 1.68 -0.56 -0.73 -0.623
H 0.98 -1.43 -0.62 0.069
H -0.72 -2.12 1.21 0.379
O -2.28 1.46 -0.20 -0.213
H -0.65 2.64 -0.08 0.321
H 1.70 -0.16 -1.77 0.347
H 1.89 2.49 0.13 0.391
H -0.50 -2.53 -0.55 0.584
N 1.08 0.56 -0.11 -0.012
N -0.96 1.64 -0.31 -0.092
H 2.82 1.18 0.83 0.330
N -0.21 0.54 0.00 0.446
C -1.06 -2.11 0.20 -1.671
H 1.35 1.63 1.74 0.341

Record 5
20
Properties=species:S:1:pos:R:3:mulliken_charge:R:1 method="wB97M-V/def2-TZVPD" charge=+1 energy_ev=-13901.6537 orbital_gap_ev=9.8
H -2.66 -0.73 1.75 0.312
H -0.86 -2.00 -0.49 0.391
H 2.39 -0.49 -0.29 0.328
H 0.68 -2.21 0.04 0.429
H -4.15 0.17 -1.54 0.333
O -4.96 -0.16 0.22 -0.365
N -2.03 -0.12 1.03 -0.590
H 2.41 2.11 0.77 0.273
C -2.66 0.32 0.04 0.729
C -4.02 0.19 -0.44 -0.147
H 0.69 -1.48 -1.38 0.400
H -0.07 1.87 -0.29 0.407
H 2.39 1.83 -0.76 0.201
N 1.85 1.63 0.04 -0.559
N -0.49 0.88 -0.60 -0.029
C 0.09 -1.55 -0.48 -1.436
H 1.64 0.07 1.29 0.329
C 0.21 -0.11 -0.12 0.619
C 1.66 0.29 0.24 -0.320
O -1.81 0.93 -0.94 -0.306

Record 6
19
Properties=species:S:1:pos:R:3:mulliken_charge:R:1 method="wB97M-V/def2-TZVPD" energy_ev=-11302.6394 orbital_gap_ev="7.1 / 7.1"
N -0.04 0.03 -0.24 0.723
C -0.01 -0.78 0.87 0.224
C 1.22 -0.69 1.44 0.020
H -1.20 -2.46 0.94 0.316
H -1.93 -0.29 -1.01 0.202
H 3.47 1.30 0.55 0.267
C -1.19 -1.55 1.45 -1.483
N 2.00 0.08 0.68 0.523
N 1.16 0.55 -0.37 -0.988
N 3.40 0.32 0.73 -0.779
H -2.05 -0.86 1.36 0.382
H -0.66 1.08 -2.97 0.301
H -1.05 -1.63 2.44 0.461
C -1.19 0.48 -0.95 -0.209
H 1.48 -1.33 2.33 0.326
H -0.40 2.28 -1.92 0.321
H -2.05 1.88 -2.21 0.334
C -1.07 1.44 -2.06 -1.185
H 4.06 -0.25 0.15 0.245

Record 7
19
Properties=species:S:1:pos:R:3:mulliken_charge:R:1 method="wB97M-V/def2-TZVPD" smiles="CC(C)N/C(N)=N/C#N" energy_ev=-11307.2705 orbital_gap_ev=9.7
C -1.26 -1.05 -1.10 -1.325
H -2.34 -1.24 1.34 0.387
H -1.74 0.33 1.96 0.416
N 2.01 1.73 -0.01 -0.419
H 1.78 2.68 -0.16 0.173
C -1.39 0.06 -0.08 0.443
H -1.01 -2.04 -0.64 0.279
H -0.46 1.92 -0.59 0.212
N -0.27 1.02 -0.17 -0.292
C -1.54 -0.49 1.32 -1.464
H -0.59 -0.75 -1.90 0.356
H -2.22 0.74 -0.31 0.387
C 2.68 -0.95 0.16 0.336
N 3.77 -1.34 0.07 -0.537
C 1.05 0.73 -0.05 0.523
H -0.62 -0.95 1.65 0.340
H 3.02 1.40 -0.02 0.227
H -2.23 -1.30 -1.63 0.370
N 1.36 -0.50 0.15 -0.410

Record 8
20
Properties=species:S:1:pos:R:3:mulliken_charge:R:1 method="wB97M-V/def2-TZVPD" charge=+1 spin_multiplicity=3 energy_ev=-12781.8491 orbital_gap_ev="7.8 / 5.7" s_squared=2.040
H 0.45 -1.40 1.18 0.303
H 1.14 -2.18 -1.60 0.293
C -0.69 -1.08 -1.46 0.506
H 2.73 1.04 2.13 0.270
H -0.50 -2.98 -1.16 0.351
N -0.40 -0.33 -0.32 0.127
C -0.82 0.85 -0.98 0.193
H -1.46 0.33 -2.95 0.177
H 1.76 -0.44 2.64 0.259
C 0.85 0.63 1.21 0.011
H -1.09 2.65 1.55 0.252
N -1.36 1.89 -0.25 0.344
H 1.33 1.09 3.24 0.311
H -1.56 2.73 -0.72 0.222
C 0.02 -2.27 -1.82 -1.075
H -0.20 -2.64 -2.80 0.374
N -1.04 0.10 -2.07 -0.217
N 0.31 -0.46 0.84 -0.105
C 1.73 0.65 2.36 -0.891
N -1.21 1.80 0.98 -0.705

Record 9
17
Properties=species:S:1:pos:R:3:mulliken_charge:R:1 method="wB97M-V/def2-TZVPD" charge=-1 energy_ev=-8879.0076 orbital_gap_ev=4.9
H -3.64 -0.42 -0.37 0.318
N 1.44 -0.94 -0.43 -0.347
H 0.43 -1.61 2.14 0.116
C -0.88 -0.15 -0.78 -0.923
C -3.22 0.53 -0.10 -1.095
H 1.86 -0.62 0.67 -0.010
C -1.87 0.72 -0.30 0.005
C 0.56 0.21 -0.73 -0.078
H 0.58 1.02 0.01 0.252
H -3.77 1.29 0.44 0.211
H 0.61 -0.90 2.26 -0.107
O 3.12 0.94 0.02 -0.580
H 1.02 0.64 -1.64 0.266
C 2.72 -0.30 -0.12 0.156
H 3.62 -0.94 -0.15 0.414
H -0.97 -1.24 -0.75 0.187
H -1.61 1.77 -0.19 0.215

Record 10
17
Properties=species:S:1:pos:R:3:mulliken_charge:R:1 method="wB97M-V/def2-TZVPD" charge=+1 energy_ev=-8873.3168 orbital_gap_ev=8.0
C -2.27 0.47 -0.72 -0.463
H 1.70 -1.91 -0.15 0.249
C 1.18 -0.89 -0.18 -0.228
C 0.02 -0.83 -0.84 -0.026
H -0.09 1.15 -0.94 0.395
H -2.60 1.88 0.58 0.336
C 1.46 0.16 0.66 -0.558
H -2.87 1.08 -1.33 0.370
H -0.81 0.21 -2.27 0.337
H 2.07 0.09 2.67 0.376
O -2.38 0.92 0.57 -0.514
H 3.21 0.75 1.66 0.437
H -2.82 -0.52 -0.72 0.288
N 2.48 -0.06 1.78 -0.233
H -0.34 -1.81 -1.33 0.307
C -0.79 0.35 -1.20 -0.415
H 2.85 -1.04 1.78 0.340

Record 11
17
Properties=species:S:1:pos:R:3:mulliken_charge:R:1 method="wB97M-V/def2-TZVPD" charge=+1 smiles="[NH3+]/C=C/CCC=O" energy_ev=-8873.4980 orbital_gap_ev=7.7
O 1.41 -0.66 -2.05 -0.460
N -2.32 1.66 -0.07 -0.331
C 1.66 -1.25 0.25 -0.785
H 1.65 0.89 0.11 0.284
H -2.10 0.11 1.51 0.307
C -1.54 0.67 0.73 -0.641
H -2.49 2.54 0.45 0.379
C 1.81 -1.48 -1.27 0.047
H -2.19 1.93 -1.06 0.371
H 2.63 -1.43 0.70 0.433
H -0.60 -0.51 -0.73 0.351
H -3.28 1.29 -0.01 0.369
H 1.28 0.20 1.65 0.363
C 1.04 0.13 0.60 -0.278
H 0.88 -1.96 0.59 0.310
C -0.41 0.11 0.16 -0.094
H 2.56 -2.24 -1.56 0.376

Record 12
17
Properties=species:S:1:pos:R:3:mulliken_charge:R:1 method="wB97M-V/def2-TZVPD" charge=+1 energy_ev=-8873.7266 orbital_gap_ev="7.6 / 7.6"
C 0.83 -1.17 -0.79 0.039
H -1.91 -0.29 -0.72 0.358
C 1.13 1.16 -0.81 -0.349
H -2.02 -1.47 0.56 0.369
H -0.87 1.81 -0.18 0.346
C -0.49 -0.06 0.84 -0.323
C -0.08 1.27 0.29 -0.702
H 1.51 -0.68 1.37 0.258
C 0.81 -1.16 0.70 -0.555
H -2.68 -0.08 0.78 0.386
H 0.60 -2.15 1.16 0.350
H 0.50 -1.88 -1.54 0.415
H 2.04 1.38 -0.14 0.271
N -1.79 -0.48 0.31 -0.287
H 1.10 1.96 -1.50 0.377
O 0.95 -0.06 -1.44 -0.279
H 0.36 1.90 1.11 0.326

Record 13
17
Properties=species:S:1:pos:R:3:mulliken_charge:R:1 method="wB97M-V/def2-TZVPD" charge=+1 spin_multiplicity=3 energy_ev=-8869.9877 orbital_gap_ev="8.0 / 7.6" s_squared=2.008
C 1.23 -1.35 -1.09 -1.099
H -1.05 -2.90 0.30 0.321
H -1.21 -1.71 1.29 0.376
H -1.58 3.56 1.03 0.316
N -0.92 -1.89 0.33 -0.304
H 0.43 -1.22 -1.78 0.313
C -0.53 2.10 0.10 -1.083
H -0.06 4.04 0.18 0.343
C 0.55 -1.47 0.28 0.401
H 1.65 -2.24 -1.38 0.459
H 2.19 -1.91 1.29 0.370
H -1.23 3.76 -0.86 0.383
O 1.28 -1.52 1.36 -0.493
C -0.97 3.52 0.11 -1.127
C -0.38 0.92 0.16 1.108
H -1.45 -1.13 -0.25 0.382
H 2.06 -0.56 -1.07 0.334

Record 14
17
Properties=species:S:1:pos:R:3:mulliken_charge:R:1 method="wB97M-V/def2-TZVPD" charge=+2 spin_multiplicity=2 energy_ev=-8863.2155 orbital_gap_ev="10.7 / 6.4" s_squared=0.759
H 0.38 -1.15 -1.80 0.378
H 1.42 1.57 -0.65 0.405
H -1.34 -1.03 -0.03 0.432
H -1.23 -0.49 2.27 0.378
H 0.50 1.21 -2.17 0.358
C 1.62 -1.12 0.00 0.297
C -1.27 0.02 0.27 -0.301
N -1.82 0.10 1.67 -0.236
H -0.72 1.97 0.36 0.285
H 2.04 -0.56 -1.92 0.402
C 0.67 0.93 -1.12 -0.470
H -2.76 -0.32 1.64 0.405
H 2.46 -1.85 -0.17 0.416
C 1.14 -0.53 -1.30 -0.724
O 1.27 -0.82 1.10 -0.136
C -0.51 1.03 -0.17 -0.249
H -1.84 1.06 2.02 0.360

Record 15
18
Properties=species:S:1:pos:R:3:mulliken_charge:R:1 method="wB97M-V/def2-TZVPD" charge=-1 smiles="C[C@H](CC=O)NC[O-]" energy_ev=-10930.4423 orbital_gap_ev=6.1
C 0.40 -0.62 0.04 -0.220
C 0.81 0.99 0.32 -0.426
H 1.23 -1.30 -0.03 0.455
H -1.08 -1.93 0.77 0.392
C -0.69 -0.94 1.12 -1.235
H 0.54 -0.80 -2.05 0.204
H -1.37 -0.04 1.29 0.259
N -0.14 -0.69 -1.31 -0.309
O -0.96 0.33 -3.14 -0.910
H -0.21 -1.21 2.07 0.401
H -1.54 0.92 -1.14 0.115
H -2.16 -0.64 -1.86 0.164
H -0.21 1.24 0.59 0.179
C -1.30 0.09 -1.85 -0.230
H 1.26 0.35 2.37 0.234
O 2.65 1.68 1.73 -0.540
C 1.66 1.00 1.58 0.062
H 1.12 1.58 -0.52 0.405

Record 16
18
Properties=species:S:1:pos:R:3:mulliken_charge:R:1 method="wB97M-V/def2-TZVPD" charge=-1 smiles="CCN[C@H](C)C(=O)[O-]" energy_ev=-10933.4083 orbital_gap_ev=7.6
H 1.89 1.53 1.81 0.411
H -2.37 0.35 1.88 0.283
C 0.82 0.15 0.53 0.495
H -1.71 -1.32 -0.62 0.266
H -1.28 -0.93 1.96 0.300
H 2.92 0.61 0.77 0.360
H -3.21 -1.04 -0.07 0.383
O 0.09 0.47 -1.79 -0.714
C -2.23 -0.54 -0.06 -0.967
C 0.72 -0.27 -1.01 0.389
H -2.31 0.30 -0.75 0.267
N -0.41 0.70 1.12 -0.442
H 2.05 1.94 0.06 0.312
C 1.96 1.12 0.79 -1.534
O 1.29 -1.36 -1.26 -0.776
H 1.06 -0.83 0.95 0.192
H -0.61 1.56 0.61 0.277
C -1.63 -0.16 1.26 -0.502

Record 17
18
Properties=species:S:1:pos:R:3:mulliken_charge:R:1 method="wB97M-V/def2-TZVPD" spin_multiplicity=2 energy_ev=-10924.4352 orbital_gap_ev="7.7 / 8.5" s_squared=1.749
O 2.87 -0.80 0.05 -0.498
C 1.23 0.66 -0.77 -0.467
H 0.02 -0.56 -2.05 0.391
H -1.23 -1.91 0.81 0.325
C -1.55 -0.87 0.92 -0.582
N -2.31 0.31 -1.26 -0.686
C 0.18 -0.37 -0.98 -0.483
H 0.99 1.43 2.41 0.213
H 3.17 1.19 -0.10 0.396
C -1.16 -0.05 -0.32 0.466
H 1.39 1.07 1.90 -0.210
C 2.49 0.32 -0.23 -0.074
H 0.57 -1.30 -0.58 0.342
O -1.11 -0.29 2.07 -0.316
H 1.03 1.67 -1.12 0.387
H -2.63 -0.57 -1.69 0.242
H -1.31 0.99 0.00 0.217
H -2.65 -0.90 0.95 0.337

Record 18
18
Properties=species:S:1:pos:R:3:mulliken_charge:R:1 method="wB97M-V/def2-TZVPD" spin_multiplicity=2 energy_ev=-10928.0450 orbital_gap_ev="10.5 / 6.4" s_squared=0.755
H 2.43 -0.44 -0.83 0.365
H -0.02 -1.26 -1.63 0.316
O 1.06 0.83 -2.63 -0.313
N 0.20 1.98 -0.79 -0.562
H 0.00 2.74 -1.40 0.198
C -1.12 -0.68 0.14 -0.747
O -0.58 0.94 1.88 -0.523
H 1.34 0.10 0.47 0.330
H 0.16 -0.94 2.04 0.210
H 0.48 -2.15 0.08 0.366
C -0.82 -0.46 1.68 -0.379
C 1.37 -0.23 -0.49 -0.612
H -1.88 -1.55 0.19 0.292
C 0.85 1.05 -1.40 0.547
C 0.22 -1.23 -0.53 -0.669
H -1.47 0.16 -0.35 0.595
H -0.49 1.54 1.19 0.310
H -1.73 -0.40 2.38 0.274

Record 19
18
Properties=species:S:1:pos:R:3:mulliken_charge:R:1 method="wB97M-V/def2-TZVPD" charge=+1 energy_ev=-10922.3558 orbital_gap_ev="7.0 / 7.0"
H -0.76 1.64 1.52 0.306
H 2.96 -1.33 -0.03 0.333
C 3.11 -0.38 -0.39 -1.038
O 0.76 -0.55 -0.35 -0.213
H -0.26 -2.45 -0.95 0.346
H -0.62 2.05 -0.21 0.292
C 1.73 0.20 -0.16 0.306
H 1.58 1.29 0.09 0.326
H -2.28 2.04 0.50 0.391
H 3.36 -0.27 -1.56 0.306
C -1.30 1.60 0.56 -1.149
H -3.50 0.28 0.49 0.201
C -1.58 0.13 0.22 0.436
H -2.88 -1.32 0.33 0.200
H 3.97 0.21 0.12 0.331
O -0.93 -2.04 -0.30 -0.558
C -0.57 -0.71 -0.13 0.521
N -2.80 -0.39 0.26 -0.340

Record 20
18
Properties=species:S:1:pos:R:3:mulliken_charge:R:1 method="wB97M-V/def2-TZVPD" charge=+1 smiles="[NH3+][C@H](C=O)CCC=O" energy_ev=-10923.7122 orbital_gap_ev=10.5
H -1.80 -0.40 0.06 0.329
H 1.55 0.11 1.39 0.319
H 0.76 -0.90 -1.32 0.480
H 2.38 -1.23 0.53 0.370
H 0.19 1.88 0.13 0.284
H 1.73 0.16 -1.08 0.517
H -1.12 0.31 1.39 0.376
N -1.46 0.48 0.44 -0.269
C -0.21 0.92 -0.37 0.366
C 0.50 -1.97 1.28 0.143
H -2.13 1.17 0.11 0.347
O -1.73 2.27 -1.51 -0.443
C 1.38 -0.83 0.82 -0.715
O -0.67 -1.84 1.51 -0.522
H 0.99 -2.90 1.43 0.427
C 0.84 -0.14 -0.53 -1.127
C -0.81 1.52 -1.65 -0.288
H -0.38 1.38 -2.65 0.407